A structure of composition C28H54F3MgO26 at a distorted geometry. Source: OMol25; level of theory: ωB97M-V with the def2-TZVPD basis set.

Output
Total energy, eV: -96739.4060
HOMO level, hartree: -0.4495

Structure (ORCA input):
```
! RIJCOSX wB97M-V def2-TZVPD def2/J DEFGRID3
* xyz 1 1
Mg 0.83508 0.42589 3.21159
C 0.41206 -0.97280 0.52444
O 0.40322 0.34721 0.01989
O 0.45841 -0.89752 1.85913
C -0.76863 -1.79651 0.01183
F -0.86512 -2.95032 0.70181
F -1.93394 -1.13336 0.15301
F -0.65394 -2.16113 -1.27443
C 0.96979 0.60251 -1.27068
C 0.87045 2.11291 -1.41736
H 1.44713 2.54496 -0.59640
H 1.30743 2.44390 -2.35659
H -0.14722 2.48900 -1.31998
H 0.39091 0.08396 -2.03655
H 2.02968 0.33430 -1.31904
H 1.31294 -1.50188 0.15538
C 0.59376 -6.58009 1.60154
O 1.10315 -5.25571 1.52384
C 2.19675 -5.04916 0.79328
O 2.82355 -5.87054 0.19415
O 2.56290 -3.77402 0.93758
C 3.89264 -3.41112 0.58184
H 0.53965 -6.90508 2.63735
H 1.11526 -7.34195 1.02502
H -0.39445 -6.60642 1.14378
H 4.14696 -2.56776 1.22194
H 3.99967 -3.10241 -0.45835
H 4.57878 -4.23865 0.76172
C -2.54490 -1.95761 3.71061
O -2.89470 -0.83439 4.51999
C -2.03562 0.12233 4.62411
O -0.90629 0.07829 4.13203
O -2.53539 1.09703 5.33273
C -1.78014 2.28984 5.47287
H -2.13023 -1.61914 2.76341
H -3.40409 -2.58658 3.49678
H -1.83029 -2.62035 4.20155
H -1.38350 2.63281 4.51484
H -0.95463 2.15957 6.17661
H -2.40203 3.08601 5.86710
C -2.08002 -10.39688 -1.31478
O -2.24675 -8.99973 -1.58533
C -1.19047 -8.23369 -1.34582
O -0.22567 -8.56209 -0.70266
O -1.36735 -7.06083 -1.94793
C -0.38183 -6.05557 -1.74078
H -1.07677 -10.67968 -1.62433
H -2.85222 -10.91085 -1.87403
H -2.19614 -10.60755 -0.25287
H -0.38218 -5.41817 -2.61666
H 0.60126 -6.46154 -1.50895
H -0.68090 -5.46096 -0.87252
C 1.38554 -3.60431 3.97528
O 1.76081 -3.18318 5.29414
C 1.94210 -1.92847 5.54579
O 1.70883 -1.00950 4.78518
O 2.38338 -1.78841 6.77887
C 2.49881 -0.45606 7.28392
H 1.54258 -2.80060 3.25485
H 0.34501 -3.90671 3.92054
H 2.04065 -4.41127 3.67282
H 2.45696 -0.56030 8.36337
H 1.68930 0.21738 7.00498
H 3.44706 -0.03930 6.95153
C -4.97492 1.74897 -5.55588
O -3.68561 2.35889 -5.49598
C -2.63649 1.68419 -5.07078
O -1.51201 2.07643 -5.16690
O -3.01009 0.49924 -4.55156
C -2.03458 -0.23956 -3.82603
H -5.32889 1.53966 -4.54752
H -4.92172 0.82854 -6.13398
H -5.64377 2.45275 -6.03814
H -2.43828 -0.62907 -2.89050
H -1.24479 0.40456 -3.43648
H -1.68549 -1.02513 -4.48730
C 0.24741 4.81757 -3.69648
O 0.18937 6.23539 -3.54697
C 0.21712 6.80200 -2.34971
O 0.06605 6.21170 -1.31103
O 0.50901 8.08527 -2.47746
C 0.14084 9.00838 -1.46850
H -0.60198 4.30542 -3.25213
H 1.19287 4.34981 -3.43530
H 0.15418 4.73387 -4.77716
H 0.99619 9.64708 -1.25133
H -0.14099 8.49833 -0.54726
H -0.66365 9.65833 -1.81014
C -3.21348 5.84332 -2.90400
O -3.70853 4.52453 -2.72618
C -3.22412 3.83695 -1.69788
O -2.44131 4.22346 -0.88637
O -3.55682 2.55364 -1.89952
C -3.22482 1.68621 -0.83901
H -2.13122 5.90658 -2.90343
H -3.72656 6.55515 -2.25668
H -3.49156 6.20504 -3.89657
H -3.33592 0.66116 -1.18256
H -3.89859 1.79645 0.01927
H -2.23861 1.75355 -0.37488
C 3.23795 5.05186 -1.02172
O 4.00543 3.83781 -1.18624
C 4.68362 3.40757 -0.13896
O 4.64773 3.88403 0.96329
O 5.39271 2.34028 -0.49579
C 6.38700 1.88619 0.43419
H 2.36566 4.78020 -0.43505
H 2.99552 5.33564 -2.03860
H 3.83760 5.81747 -0.53788
H 5.94831 1.80047 1.42302
H 7.24926 2.54658 0.37700
H 6.70398 0.91550 0.06212
*
```